Computed, not measured: a cluster of 2 separate species, C21H29BN2O2 in total in a non-equilibrium geometry, with ωB97M-V/def2-TZVPD.

As for the frontier orbital gap: 0.189 Ha. The HOMO energy is -7.35 eV. The value obtained for the energy above the lowest of the compared OMol25 structures with the same formula, charge and spin is 34.0 kcal per mole. For the total energy, the calculation gives -1102.2523 a.u.

Last columns: bonded neighbours and bond lengths (Å).
CARTESIAN COORDINATES (ANGSTROEM)
1 C 3.6567 5.5563 1.2905  C2 1.520, O25 1.427, H26 1.111, H27 1.103
2 C 2.3387 4.8732 1.6161  C1 1.520, N3 1.455, H28 1.113, H29 1.093
3 N 2.6049 3.6301 2.3244  C2 1.455, C4 1.391, C23 1.455
4 C 1.6924 2.5925 2.1675  N3 1.391, C5 1.415, C22 1.421
5 C 1.1093 1.9148 3.2637  C4 1.415, C6 1.381, H30 1.098
6 C 0.1238 0.9729 3.0399  C5 1.381, C7 1.430, H31 1.091
7 C -0.2249 0.5704 1.7129  C6 1.430, C8 1.417, C21 1.433
8 C -1.2307 -0.3957 1.4599  C7 1.417, C9 1.422, H32 1.093
9 C -1.1946 -1.2797 0.3465  C8 1.422, C10 1.437, C20 1.427
10 C 0.0273 -1.7483 -0.2460  C9 1.437, C11 1.388, H33 1.091
11 C 0.0134 -2.6288 -1.3182  C10 1.388, C12 1.419, H34 1.092
12 C -1.2248 -2.9960 -1.9056  C11 1.419, N13 1.394, C19 1.417
13 N -1.2902 -3.8512 -3.0049  C12 1.394, C14 1.461, C18 1.454
14 C -2.1277 -3.4477 -4.1321  N13 1.461, C15 1.522, H35 1.093, H36 1.112
15 C -2.5485 -4.6825 -4.9170  C14 1.522, O16 1.427, H37 1.111, H38 1.103
16 O -1.4344 -5.5056 -5.2621  C15 1.427, C17 1.429
17 C -0.5865 -5.8473 -4.1644  O16 1.429, C18 1.525, H39 1.109, H40 1.102
18 C -0.1197 -4.6359 -3.3636  N13 1.454, C17 1.525, H41 1.107, H42 1.095
19 C -2.4370 -2.5269 -1.3418  C12 1.417, C20 1.376, H43 1.095
20 C -2.4225 -1.7584 -0.2006  C9 1.427, C19 1.376, H44 1.092
21 C 0.4774 1.1771 0.6216  C7 1.433, C22 1.379, H45 1.090
22 C 1.3531 2.2201 0.8385  C4 1.421, C21 1.379, H46 1.091
23 C 3.3904 3.7652 3.5416  N3 1.455, C24 1.528, H47 1.106, H48 1.094
24 C 4.7037 4.4436 3.1550  C23 1.528, O25 1.429, H49 1.102, H50 1.111
25 O 4.5074 5.6604 2.4311  C1 1.427, C24 1.429
26 H 4.1548 5.0099 0.4618  C1 1.111
27 H 3.4687 6.5995 0.9854  C1 1.103
28 H 1.7209 5.5535 2.2435  C2 1.113
29 H 1.7944 4.6480 0.6951  C2 1.093
30 H 1.4106 2.1837 4.2850  C5 1.098
31 H -0.3683 0.4738 3.8764  C6 1.091
32 H -2.0402 -0.5274 2.1824  C8 1.093
33 H 0.9862 -1.4326 0.1679  C10 1.091
34 H 0.9499 -3.0031 -1.7374  C11 1.092
35 H -3.0083 -2.9147 -3.7658  C14 1.093
36 H -1.5602 -2.7767 -4.8128  C14 1.112
37 H -3.3060 -5.2481 -4.3335  C15 1.111
38 H -2.9776 -4.3839 -5.8887  C15 1.103
39 H -1.1032 -6.5423 -3.4713  C17 1.109
40 H 0.2769 -6.3512 -4.6284  C17 1.102
41 H 0.6006 -4.0353 -3.9521  C18 1.107
42 H 0.3740 -4.9836 -2.4504  C18 1.095
43 H -3.3831 -2.8193 -1.8089  C19 1.095
44 H -3.3524 -1.4658 0.2905  C20 1.092
45 H 0.3175 0.8164 -0.3940  C21 1.090
46 H 1.8228 2.7406 0.0028  C22 1.091
47 H 2.8555 4.3639 4.3028  C23 1.106
48 H 3.5976 2.7720 3.9518  C23 1.094
49 H 5.2621 4.7506 4.0543  C24 1.102
50 H 5.3098 3.7247 2.5634  C24 1.111
51 H -3.4643 0.7260 1.8323  B52 1.273
52 B -4.5789 1.3413 1.8545  H51 1.273, H53 1.240, H54 1.240, H55 1.238
53 H -4.9737 1.6157 2.9975  B52 1.240
54 H -4.4728 2.4116 1.2379  B52 1.240
55 H -5.4704 0.6802 1.3054  B52 1.238

Here are the natural (NBO) charges for atoms 1 to 2, given in e:
1. C -0.073
2. C -0.244